(1)
DFT (ωB97M-V/def2-TZVPD) results for a 5-piece molecular cluster, C54H124ClNO2P3 overall at a distorted geometry.

Structure (XYZ):
```
185
Properties=species:S:1:pos:R:3:lowdin_charge:R:1
C 0.5619 3.0573 3.9149 -0.098
C 0.5808 4.5088 3.4241 -0.250
C 0.0314 4.6570 2.0016 -0.237
C 0.9731 3.9406 1.0100 -0.295
P 0.3584 3.7467 -0.6789 1.001
C -0.2683 5.2242 -1.5058 -0.273
C 0.7791 6.3529 -1.6784 -0.228
C 0.1009 7.7241 -1.9089 -0.270
C -0.5174 7.8077 -3.2759 -0.122
C -0.8655 2.4406 -0.5189 -0.285
C -2.3691 2.7597 -0.7158 -0.239
C -2.8957 2.8868 -2.1544 -0.294
C -4.3743 3.0027 -2.2122 -0.117
C 1.7942 3.1531 -1.6733 -0.258
C 1.6179 3.2831 -3.2212 -0.264
C 2.6603 2.6862 -4.1288 -0.257
C 2.5300 3.1788 -5.5847 -0.089
H -0.5346 2.8576 4.0286 0.100
H 1.0631 2.9874 4.8823 0.072
H 1.0005 2.3193 3.2603 0.027
H 1.5188 5.0989 3.4230 0.118
H -0.1552 5.0804 4.0416 0.122
H -0.1120 5.6937 1.6962 0.109
H -0.9609 4.1740 1.8753 0.109
H 1.1164 2.9178 1.2970 -0.006
H 1.9047 4.4082 0.9741 0.080
H -1.1291 5.5717 -0.9044 0.106
H -0.7119 4.8711 -2.4594 0.087
H 1.5064 6.1707 -2.4494 0.096
H 1.3588 6.3928 -0.7480 0.105
H 0.8099 8.5516 -1.8361 0.112
H -0.7391 7.9190 -1.1579 0.132
H 0.2808 7.6475 -4.0448 0.096
H -0.8864 8.8119 -3.4342 0.074
H -1.3678 7.1124 -3.3731 0.075
H -0.7447 2.1583 0.5632 0.083
H -0.5324 1.5987 -1.1140 0.064
H -2.5975 3.6605 -0.1420 0.103
H -2.9694 1.9716 -0.2731 0.107
H -2.5881 1.9141 -2.6680 0.125
H -2.3631 3.6260 -2.8007 0.105
H -4.6858 3.9547 -1.8900 0.062
H -4.9389 2.3506 -1.5557 0.074
H -4.5503 2.8284 -3.2916 0.095
H 2.0415 2.1220 -1.2688 -0.008
H 2.6665 3.7965 -1.4216 0.108
H 1.5281 4.3125 -3.4552 0.075
H 0.7074 2.8389 -3.4918 0.084
H 2.6014 1.5710 -4.0417 0.100
H 3.6452 3.0082 -3.8329 0.105
H 2.4764 4.2685 -5.5308 0.073
H 1.5495 2.8557 -5.9780 0.073
H 3.2810 2.8969 -6.3291 0.081
C 5.1612 4.2975 6.2489 -0.064
C 4.7153 3.2260 5.1731 -0.226
C 5.8945 2.2534 4.8246 -0.218
C 5.7522 1.6253 3.4002 -0.243
P 4.8686 0.0329 3.3118 0.965
C 3.2285 0.2620 3.7841 -0.294
C 2.4106 -1.0446 4.2043 -0.227
C 0.9308 -0.7657 4.4477 -0.267
C 0.3014 -1.8319 5.3912 -0.105
C 5.0916 -0.5928 1.6833 -0.299
C 4.5685 -2.0105 1.2814 -0.214
C 5.2973 -2.4999 -0.0031 -0.253
C 6.7646 -2.8678 0.0578 -0.099
C 5.6305 -1.2740 4.3955 -0.219
C 7.0908 -1.5743 3.8780 -0.266
C 7.7445 -2.5374 4.8526 -0.261
C 9.2272 -2.7645 4.4087 -0.082
H 5.8016 3.8503 6.9885 0.075
H 4.3009 4.6673 6.6901 0.042
H 5.7201 5.1128 5.8739 0.063
H 4.2728 3.5161 4.2311 0.082
H 3.8719 2.6089 5.6177 0.099
H 5.9543 1.4532 5.5861 0.102
H 6.8988 2.7569 4.8938 0.130
H 6.7241 1.4336 2.9447 0.091
H 5.1303 2.2073 2.7189 0.094
H 2.5705 0.7863 3.0366 0.041
H 3.1897 0.8865 4.6591 0.072
H 2.8772 -1.5577 5.0938 0.120
H 2.5174 -1.8439 3.4026 0.109
H 0.3009 -0.5737 3.5182 0.105
H 0.8948 0.2062 5.0061 0.105
H 0.7837 -1.7345 6.3805 0.088
H 0.3857 -2.8021 5.0032 0.041
H -0.8024 -1.6634 5.5020 0.084
H 6.1741 -0.5075 1.4255 0.107
H 4.6149 0.1960 1.1053 0.059
H 3.4653 -1.8638 1.1453 0.077
H 4.7294 -2.7286 2.0466 0.087
H 5.1017 -1.6453 -0.6476 0.107
H 4.7134 -3.3232 -0.3260 0.081
H 7.0457 -3.4634 0.9766 0.091
H 7.4541 -2.0206 0.1794 0.071
H 7.1749 -3.3259 -0.8286 0.072
H 5.1040 -2.1501 4.4390 0.054
H 5.8519 -0.9080 5.4122 0.099
H 7.6861 -0.6405 3.7178 0.127
H 7.0754 -2.0921 2.9287 0.072
H 7.1981 -3.5240 4.8424 0.125
H 7.6193 -2.2165 5.9408 0.129
H 9.2399 -2.8304 3.2754 0.093
H 9.5712 -3.6762 4.7674 0.043
H 9.8592 -1.9512 4.7385 0.074
C -2.3132 -2.7589 -5.7652 -0.098
C -2.1030 -4.1730 -5.1500 -0.232
C -0.7016 -4.2989 -4.4699 -0.205
C -0.8829 -3.4086 -3.1815 -0.289
P 0.4637 -3.6993 -2.0605 1.026
C 0.4001 -2.7952 -0.5201 -0.303
C -0.8007 -3.0879 0.3159 -0.237
C -0.6518 -2.5722 1.7409 -0.303
C -1.5653 -3.2103 2.7166 -0.109
C 0.5009 -5.5593 -1.7221 -0.212
C -0.8644 -6.2494 -1.5282 -0.252
C -0.8522 -7.7614 -1.7598 -0.233
C -0.5263 -8.2550 -3.2171 -0.084
C 1.9815 -3.1518 -2.9644 -0.198
C 2.1101 -1.5739 -2.9172 -0.219
C 1.0132 -0.7563 -3.5872 -0.264
C 0.8621 -0.8565 -5.1223 -0.057
H -3.3677 -2.7370 -6.0986 0.079
H -1.7539 -2.7310 -6.6911 0.077
H -2.2154 -1.8992 -5.0480 0.079
H -2.0702 -4.9865 -5.9179 0.127
H -2.8879 -4.3970 -4.4325 0.100
H 0.1111 -3.9044 -5.0929 0.108
H -0.5048 -5.2944 -4.1237 0.066
H -1.7309 -3.8733 -2.7126 0.078
H -1.0644 -2.4013 -3.5102 0.051
H 0.4809 -1.7005 -0.7784 0.067
H 1.3115 -3.0538 -0.0518 0.082
H -0.9347 -4.2077 0.4450 0.117
H -1.6870 -2.7284 -0.1482 0.109
H -0.7940 -1.4737 1.7827 0.105
H 0.3781 -2.6369 2.1376 0.107
H -1.2499 -4.2655 2.9428 0.109
H -2.5675 -3.0916 2.3746 0.068
H -1.4952 -2.5889 3.6380 0.059
H 1.1493 -5.5911 -0.8028 0.118
H 1.0545 -5.9181 -2.5756 0.081
H -1.5611 -5.8013 -2.1215 0.056
H -1.1559 -6.1176 -0.4875 0.101
H -1.9079 -8.1462 -1.5370 0.126
H -0.2236 -8.3375 -1.0046 0.130
H -0.8776 -7.5489 -3.9590 0.057
H -0.9372 -9.2407 -3.3613 0.072
H 0.5416 -8.3689 -3.2807 0.062
H 1.8558 -3.6207 -3.9193 0.072
H 2.7522 -3.6744 -2.3675 0.095
H 3.0243 -1.3284 -3.3707 0.093
H 2.2248 -1.2552 -1.8635 0.063
H 1.0478 0.3023 -3.2572 0.081
H -0.0020 -0.9607 -3.0490 0.103
H 1.7901 -1.1913 -5.5853 0.090
H 0.5999 0.1252 -5.4744 0.067
H 0.0649 -1.5485 -5.3707 0.032
C -7.4988 0.2528 2.0938 -0.085
O -8.2117 1.1974 1.3111 -0.187
C -9.4159 1.5359 1.8855 -0.253
C -10.5711 0.7499 1.3949 -0.075
N -10.4318 0.5292 -0.1155 0.081
H -10.2636 1.4698 -0.4543 0.172
H -9.6337 0.0219 -0.4538 0.156
C -11.6453 -0.0051 -0.8437 -0.084
C -11.4115 0.1689 -2.3082 -0.215
O -10.1200 -0.3822 -2.5508 -0.223
C -10.0561 -1.0694 -3.8329 -0.070
H -6.5353 -0.0415 1.6167 0.101
H -8.0711 -0.6434 2.3322 0.092
H -7.1921 0.8157 3.0176 0.110
H -9.6064 2.5525 1.6810 0.119
H -9.2680 1.4414 3.0585 0.182
H -11.5593 1.1829 1.6008 0.150
H -10.6273 -0.2202 1.8496 0.130
H -12.5166 0.5741 -0.4632 0.157
H -11.8116 -1.0037 -0.6279 0.120
H -11.3948 1.2466 -2.6204 0.151
H -12.2403 -0.2950 -2.8571 0.141
H -10.7741 -1.9270 -3.8980 0.102
H -8.9495 -1.2082 -3.9115 0.101
H -10.3755 -0.4377 -4.7745 0.125
Cl 1.7773 0.5535 0.4667 -0.097
```

Calculated values
**Net charge**: +3
**Energy above the lowest of the compared OMol25 structures with the same formula, charge and spin**: 0.0 kcal per mole
**Frontier orbital gap**: 8.8 eV


(2)
DFT (ωB97M-V/def2-TZVPD) results for a 2-piece molecular cluster, C3H13N2 overall at a distorted geometry.

Structure (XYZ):
```
18
Properties=species:S:1:pos:R:3:lowdin_spin:R:1
C -0.6972 -0.5624 2.3127 0.168
N 0.2945 -1.0058 1.2884 0.195
H -0.8508 -1.3781 3.0302 0.041
H -0.3417 0.3225 2.8073 0.026
H -1.6521 -0.4102 1.8165 0.025
H -0.0313 -1.9236 0.9000 0.148
H 1.2215 -1.1514 1.7315 0.148
H 0.3417 -0.3447 0.3440 0.018
C 0.5027 -0.3619 -2.0298 0.069
N 0.4858 0.5261 -0.8849 0.025
C -0.5646 1.5449 -0.8401 0.033
H -0.3302 -1.0774 -1.9562 0.032
H 0.4544 0.1712 -2.9791 0.003
H 1.4157 -0.9527 -1.9862 0.026
H 1.3904 0.9466 -0.7333 0.030
H -1.4151 1.2570 -1.4635 0.004
H -0.2063 2.5156 -1.1875 0.003
H -0.9614 1.6358 0.1742 0.007
```

Calculated values
**<S²>**: 0.7505
**Energy above the lowest of the compared OMol25 structures with the same formula, charge and spin**: 16.8 kcal per mole
**Frontier orbital gap (spin up / spin down)**: 3.9 / 10.6 eV
**Spin multiplicity**: 2


Question: The highest energy above the lowest of the compared OMol25 structures with the same formula, charge and spin belongs to which entry?
Answer: C3H13N2


Question: Number 2 is which compound?
Answer: C3H13N2


Question: Which value of energy above the lowest of the compared OMol25 structures with the same formula, charge and spin does entry 2 give?
Answer: 16.8 kcal per mole


Question: What is the formula in the second record?
Answer: C3H13N2